[1]
A structure of composition C3H9NO at a distorted geometry, computed with the ωB97M-V functional and the def2-TZVPD basis.

```
14
Properties=species:S:1:pos:R:3:forces:R:3:nbo_charge:R:1
C 0.050532 2.165992 -1.203078 -0.132 -0.135 0.092 -0.255
O 0.115691 1.447559 0.037664 -1.256 -0.534 0.002 -0.770
H -0.519633 0.463607 0.141956 0.774 2.169 -0.372 0.484
H -0.817454 2.825598 -1.189881 0.032 -0.017 -0.021 0.187
H -0.030450 1.482035 -2.053638 0.039 0.062 0.048 0.170
H 0.950967 2.771748 -1.307658 -0.037 -0.095 0.061 0.193
C -0.050381 -1.760844 1.616285 0.111 -0.046 0.028 -0.683
C 0.029704 -1.055772 0.291624 0.972 0.293 -0.315 -0.080
N -0.125023 -1.727768 -0.789477 -0.123 0.278 0.273 -0.615
H -0.042420 -1.112451 -1.605080 0.038 -0.134 0.107 0.317
H 0.646732 0.287819 0.172448 -0.279 -1.903 0.231 0.388
H 0.781395 -1.456870 2.259361 -0.087 0.014 -0.055 0.218
H -0.017865 -2.845779 1.490958 -0.098 0.063 -0.049 0.223
H -0.971794 -1.484874 2.138516 0.047 -0.015 -0.031 0.223
```
Positions in Å, forces in eV/Å.

Output
- HOMO level (hartree) = -0.31019
- HOMO-LUMO gap (eV) = 9.272

---

[2]
An isolated molecule of C3H9NO at a distorted geometry, computed with the ωB97M-V functional and the def2-TZVPD basis.

```
14
Properties=species:S:1:pos:R:3:forces:R:3:nbo_charge:R:1
C 1.750840 -0.699072 1.123103 -0.445 -0.776 0.319 -0.401
N 0.987296 -0.285615 -0.022294 -0.336 1.186 -0.414 -0.634
C -0.439640 -0.035221 0.150055 0.030 -1.734 0.604 -0.234
C -1.001249 0.733103 -1.016038 -0.197 0.147 0.571 -0.068
O -2.252822 1.264371 -0.590727 -0.150 -0.066 -0.335 -0.720
H 1.338489 -0.146768 1.967492 0.392 0.035 0.163 0.196
H 1.659010 -1.773921 1.365834 -0.149 0.125 0.020 0.159
H 2.820954 -0.520725 1.019759 -0.065 0.331 -0.099 0.196
H 1.062585 -0.871201 -0.832010 0.548 -0.373 -0.120 0.352
H -0.720200 0.396514 1.113133 0.549 0.658 -0.150 0.205
H -0.954690 -1.015423 0.223445 -0.215 0.209 -0.201 0.155
H -1.143817 0.039183 -1.845501 0.097 0.144 -0.284 0.155
H -0.310725 1.534736 -1.281468 0.044 -0.002 -0.172 0.171
H -2.796030 1.380038 -1.374783 -0.103 0.116 0.099 0.468
```
Positions in Å, forces in eV/Å.

Output
- HOMO level (hartree) = -0.31454
- HOMO-LUMO gap (eV) = 9.540

---

[3]
A cluster of 2 separate species, C3H9NO in total at a distorted geometry, computed with the ωB97M-V functional and the def2-TZVPD basis.

```
14
Properties=species:S:1:pos:R:3:forces:R:3:nbo_charge:R:1
C -1.831350 0.198240 -0.493392 -0.126 0.658 0.341 -0.664
C -0.485959 -0.469443 -0.394760 -1.943 1.569 1.118 -0.367
C 0.094851 -0.914525 0.728704 -0.011 -0.492 -1.950 0.030
N 0.915259 -1.993808 0.490569 1.883 -0.076 3.633 -0.796
H -1.762913 1.193196 -0.175707 0.529 2.212 0.429 0.206
H -2.771604 -0.018148 0.101657 1.209 -1.194 -1.054 0.217
H -1.914840 0.308422 -1.565886 -1.249 -0.232 -0.231 0.217
H 0.178494 -0.107568 -1.150956 0.344 -1.331 -1.190 0.208
H 0.138094 -0.435439 1.689304 -0.962 -0.524 0.760 0.192
H 0.988661 -2.441610 1.427373 0.740 -0.153 -1.405 0.370
H 0.588570 -2.619351 -0.198722 -0.421 -0.453 -0.475 0.384
O 1.650293 2.257804 0.054111 0.297 -3.031 -3.226 -0.928
H 2.056548 3.043213 0.295502 1.183 2.458 0.850 0.461
H 2.155900 1.999015 -0.807798 -1.474 0.590 2.401 0.469
```
Positions in Å, forces in eV/Å.

Output
- HOMO level (hartree) = -0.25566
- HOMO-LUMO gap (eV) = 7.822

---

[4]
A cluster of 2 separate species, C3H9NO in total at a distorted geometry, computed with the ωB97M-V functional and the def2-TZVPD basis.

```
14
Properties=species:S:1:pos:R:3:forces:R:3:nbo_charge:R:1
C 1.881495 1.034554 0.502658 -0.005 -0.304 -1.111 -0.642
C 1.047894 -0.236162 0.386614 0.519 1.018 0.585 -0.279
C 0.206075 -0.421724 -0.616916 -0.361 -0.424 0.022 0.002
N -0.598401 -1.562159 -0.802046 0.141 -0.835 -0.034 -0.845
H 2.331879 1.182459 1.477468 0.079 -0.159 0.077 0.214
H 2.655357 0.980159 -0.271212 0.310 0.162 0.381 0.215
H 1.320732 1.938247 0.249189 -0.213 -0.121 0.136 0.211
H 1.193758 -0.933032 1.204892 -0.343 -0.295 -0.163 0.193
H 0.143618 0.303094 -1.424222 -0.192 0.089 0.231 0.195
H -1.605093 -1.493044 -0.820363 0.095 0.504 -0.379 0.368
H -0.358978 -2.357855 -0.228296 0.199 0.152 0.126 0.367
O -2.095372 0.998125 0.277671 0.056 -0.847 0.750 -0.926
H -2.024081 0.035059 0.439583 -0.242 0.648 -0.383 0.459
H -1.550209 1.297362 1.018209 -0.044 0.412 -0.237 0.468
```
Positions in Å, forces in eV/Å.

Output
- HOMO level (hartree) = -0.30815
- HOMO-LUMO gap (eV) = 9.321

---

[5]
A cluster of 2 separate species, C3H9NO in total, computed with the ωB97M-V functional and the def2-TZVPD basis.

```
14
Properties=species:S:1:pos:R:3:forces:R:3:nbo_charge:R:1
C 3.813687 1.843381 1.863264 -0.384 -0.218 -0.268 -0.052
N 3.603468 0.647768 1.522440 0.217 -0.357 0.031 -0.586
H 3.036769 2.559246 1.599693 0.204 0.268 0.172 0.162
H 4.710065 2.162793 2.383466 0.093 0.300 0.115 0.149
H 4.387588 0.054736 1.808368 -0.137 0.011 -0.057 0.327
C -3.064962 -1.078605 -0.581231 0.093 0.229 -0.223 -0.636
C -1.841532 -0.397885 -1.190296 0.146 -0.373 -0.232 -0.063
O -0.959863 -1.428883 -1.662447 -0.094 0.110 0.001 -0.731
H -2.903324 -2.150497 -0.599050 0.061 -0.158 0.195 0.230
H -3.250167 -0.740215 0.433698 -0.014 -0.092 0.121 0.209
H -3.956007 -0.885241 -1.169531 -0.147 0.062 -0.055 0.206
H -1.308168 0.205308 -0.456323 -0.077 0.150 0.077 0.160
H -2.144071 0.237090 -2.030930 0.105 0.065 0.113 0.156
H -0.123480 -1.028998 -1.921126 -0.067 0.004 0.010 0.468
```
Positions in Å, forces in eV/Å.

Output
- HOMO level (hartree) = -0.37156
- HOMO-LUMO gap (eV) = 11.098

---

[6]
A cluster of 2 separate species, C3H9NO in total at a distorted geometry, computed with the ωB97M-V functional and the def2-TZVPD basis.

```
14
Properties=species:S:1:pos:R:3:forces:R:3:nbo_charge:R:1
N -0.713246 0.471342 0.498069 -0.378 -1.001 -1.043 -0.653
C 0.186923 0.452012 -0.587012 -0.840 0.228 -0.617 -0.305
C 0.454138 -2.079277 -1.113741 -0.285 -1.239 0.403 -0.170
C 0.462211 -0.775978 -1.421656 0.208 0.224 0.431 -0.060
H -1.641876 0.659292 0.121244 0.026 0.638 0.548 0.409
H -0.811687 -0.354707 1.076780 0.537 -0.063 0.199 0.405
H 1.246945 0.747721 -0.382378 0.096 -0.218 0.382 0.338
H -0.120093 1.260353 -1.253827 0.082 -0.022 -0.111 0.266
H 0.466095 -2.856132 -1.875526 0.064 0.381 -0.294 0.254
H 0.383809 -2.538136 -0.130020 0.038 0.528 0.193 0.234
H 0.801339 -0.488326 -2.394998 0.410 0.210 -0.552 0.260
H -0.866213 2.138083 2.861410 0.030 0.108 0.036 0.474
H 0.118343 1.555258 1.834765 -0.199 0.399 0.534 0.457
O 0.033311 1.808493 2.766892 0.210 -0.174 -0.109 -0.911
```
Positions in Å, forces in eV/Å.

Output
- spin multiplicity = 2
- net charge = +1
- HOMO level (spin up / spin down) (hartree) = -0.53964 / -0.52912
- HOMO-LUMO gap (spin up / spin down) (eV) = 10.256 / 4.934
- expectation value of S² = 0.76

---

[7]
A cluster of 2 separate species, C3H9NO2 in total, computed with the ωB97M-V functional and the def2-TZVPD basis.

```
15
Properties=species:S:1:pos:R:3:forces:R:3:nbo_charge:R:1
C -1.880614 0.284146 -0.871445 -0.265 -0.107 -0.207 -0.632
C -0.904390 1.437832 -0.999590 0.098 -0.365 0.282 -0.211
N 0.404446 1.086796 -0.384222 -0.382 0.725 -0.262 -0.758
H -2.759854 0.513657 -1.477402 -0.085 0.043 0.239 0.218
H -1.482800 -0.647900 -1.274477 0.250 0.087 0.016 0.231
H -2.169011 0.086438 0.158145 -0.028 0.105 0.036 0.233
H -0.755813 1.652661 -2.056467 0.177 0.164 0.044 0.199
H -1.257000 2.329937 -0.486691 -0.186 0.065 -0.144 0.200
H 0.331174 0.824212 0.650438 -0.314 -0.301 -0.074 0.467
H 1.069584 1.844275 -0.504566 0.207 -0.250 -0.162 0.401
H 0.739016 0.134874 -0.702842 0.454 -0.082 -0.020 0.466
O 1.230228 -1.360919 -0.199815 0.158 0.024 -0.115 -0.757
C 1.043587 -1.288024 1.035743 -0.370 -0.107 0.355 0.641
O 0.345682 -0.429082 1.641845 0.198 0.128 0.182 -0.776
H 1.511900 -2.046886 1.688287 0.088 -0.128 -0.169 0.078
```
Positions in Å, forces in eV/Å.

Output
- HOMO level (hartree) = -0.34382
- HOMO-LUMO gap (eV) = 9.896

---

[8]
A cluster of 2 separate species, C3H9NO2 in total at a distorted geometry, computed with the ωB97M-V functional and the def2-TZVPD basis.

```
15
Properties=species:S:1:pos:R:3:forces:R:3:nbo_charge:R:1
C -0.293767 1.547751 0.171362 -0.655 1.720 -1.823 -0.738
C 0.844468 0.629229 0.331448 2.842 2.945 2.607 0.700
N 2.050581 1.147568 0.921691 1.777 0.681 0.620 -0.892
O 0.704738 -0.533209 0.225520 0.686 -2.761 -0.836 -0.601
H -0.953481 1.189191 -0.623446 -0.149 -0.549 0.529 0.250
H -0.148319 2.578524 -0.189440 0.813 -0.243 0.479 0.231
H -0.776919 1.626207 1.119980 -0.630 -0.129 0.587 0.245
H 2.911687 0.508693 1.124760 -2.734 1.297 -0.716 0.410
H 2.248399 2.153665 1.273773 -1.079 -2.458 -1.282 0.402
C -1.368964 -1.881267 -0.455988 0.012 -2.032 -1.686 -0.230
O -0.770019 -1.738689 -1.764628 1.152 0.805 0.536 -0.750
H -2.380205 -2.260195 -0.658960 0.246 0.046 0.146 0.167
H -0.796013 -2.646447 0.101741 -0.428 0.501 0.087 0.167
H -1.418397 -0.967027 0.060085 -0.168 0.894 0.700 0.166
H 0.146207 -1.353987 -1.637904 -1.685 -0.716 0.053 0.475
```
Positions in Å, forces in eV/Å.

Output
- HOMO level (hartree) = -0.35466
- HOMO-LUMO gap (eV) = 10.327

---

Which formula does entry 5 have?
C3H9NO